Model a:
Entry from the Open Molecules 2025 dataset: 2 unconnected molecules or ions with the total composition C2H8N3 (ωB97M-V/def2-TZVPD).

Computed properties:
E_LUMO (spin up / spin down), eV: -4.5 / -7.3
HOMO level (spin up / spin down), eV: -14.7 / -12.7
Total charge: +1
Frontier orbital gap (spin up / spin down), hartree: 0.3748 / 0.1995

Last columns: bonded neighbours and bond lengths (Å).
Cartesian coordinates (Å):
1 C 0.308 -0.547 -1.173  N3 1.438, N4 1.471, H6 1.074, H7 1.145
2 C -2.669 0.353 0.462  H8 1.072, H9 1.123, H10 1.007
3 N -0.029 0.724 -0.590  C1 1.438, N4 1.285
4 N 0.465 -0.132 0.230  C1 1.471, N3 1.285, N5 1.751
5 N 2.162 0.026 0.634  N4 1.751, H11 1.000, H12 1.069, H13 1.040
6 H -0.609 -1.058 -1.402  C1 1.074
7 H 1.234 -0.545 -1.845  C1 1.145
8 H -1.861 -0.092 1.008  C2 1.072
9 H -3.358 1.147 0.856  C2 1.123
10 H -2.894 -0.091 -0.413  C2 1.007
11 H 2.463 0.615 -0.116  N5 1.000
12 H 2.649 -0.912 0.794  N5 1.069
13 H 2.141 0.510 1.554  N5 1.040

Model b:
Entry from the Open Molecules 2025 dataset: a gas-phase ion, C2H8N3 (charge +1) (ωB97M-V/def2-TZVPD).

Computed properties:
E_LUMO, eV: -3.2
HOMO level, eV: -14.8
Total charge: +1
Frontier orbital gap, hartree: 0.4264
Structure (SMILES): C[N@H+]1N[C@@H]1N

Last columns: bonded neighbours and bond lengths (Å).
Cartesian coordinates (Å):
1 C -0.840 -0.006 -0.452  N3 1.549, N4 1.392, N5 1.425, H6 1.057
2 C 1.653 -0.440 0.061  N5 1.544, H7 1.069, H8 1.110, H9 1.117
3 N -0.239 1.420 -0.382  C1 1.549, N5 1.481, H10 1.019
4 N -1.952 -0.369 0.301  C1 1.392, H11 0.964, H12 0.996
5 N 0.306 0.256 0.353  C1 1.425, C2 1.544, N3 1.481, H13 1.028
6 H -0.666 -0.549 -1.342  C1 1.057
7 H 2.131 -0.043 -0.810  C2 1.069
8 H 2.379 -0.181 0.859  C2 1.110
9 H 1.539 -1.551 0.057  C2 1.117
10 H 0.220 1.840 -1.190  N3 1.019
11 H -2.813 -0.602 -0.064  N4 0.964
12 H -1.812 -0.109 1.252  N4 0.996
13 H 0.094 0.335 1.356  N5 1.028

Model c:
Entry from the Open Molecules 2025 dataset: a gas-phase ion, C2H8N3 (charge +1) (ωB97M-V/def2-TZVPD).

Computed properties:
E_LUMO, eV: -5.4
HOMO level, eV: -16.0
Total charge: +1
Frontier orbital gap, hartree: 0.3921
Structure (SMILES): [H]/N=[N+](\N)CC

Last columns: bonded neighbours and bond lengths (Å).
Cartesian coordinates (Å):
1 C -1.283 -1.284 0.094  C2 1.522, H6 1.058, H7 1.084, H8 1.081
2 C 0.126 -0.744 -0.106  C1 1.522, N5 1.484, H9 1.037, H10 1.132
3 N -0.573 1.483 -0.645  N5 1.213, H11 1.023
4 N 1.557 1.144 0.325  N5 1.461, H12 1.038, H13 1.094
5 N 0.228 0.736 -0.125  C2 1.484, N3 1.213, N4 1.461
6 H -1.924 -1.298 -0.747  C1 1.058
7 H -1.206 -2.330 0.372  C1 1.084
8 H -1.652 -0.606 0.851  C1 1.081
9 H 0.452 -0.887 -1.080  C2 1.037
10 H 0.719 -1.249 0.715  C2 1.132
11 H -0.452 2.493 -0.757  N3 1.023
12 H 2.113 0.357 0.711  N4 1.038
13 H 1.894 2.183 0.392  N4 1.094

Model d:
Entry from the Open Molecules 2025 dataset: a gas-phase ion, C2H8N3 (charge +1) (ωB97M-V/def2-TZVPD).

Computed properties:
E_LUMO, eV: -5.2
HOMO level, eV: -16.1
Total charge: +1
Frontier orbital gap, hartree: 0.4023
Structure (SMILES): [H]/N=[N+](\N)CC

Last columns: bonded neighbours and bond lengths (Å).
Cartesian coordinates (Å):
1 C -1.678 0.215 -0.384  C2 1.555, H6 1.142, H7 1.055, H8 1.094
2 C -0.478 0.416 0.584  C1 1.555, N5 1.459, H9 1.154, H10 1.111
3 N 1.613 0.949 -0.251  N5 1.220, H11 0.993
4 N 1.157 -1.196 0.037  N5 1.300, H12 1.118, H13 1.046
5 N 0.826 0.061 0.034  C2 1.459, N3 1.220, N4 1.300
6 H -1.422 0.783 -1.341  C1 1.142
7 H -2.128 -0.697 -0.664  C1 1.055
8 H -2.477 0.840 0.025  C1 1.094
9 H -0.614 -0.110 1.603  C2 1.154
10 H -0.257 1.462 0.886  C2 1.111
11 H 2.504 0.799 -0.661  N3 0.993
12 H 0.792 -2.204 0.355  N4 1.118
13 H 2.162 -1.318 -0.223  N4 1.046

Quick look at relative energies in kcal/mol: model a 114.2; model b 0.0; model c 15.1; model d 18.9.

Model a:
Entry from the Open Molecules 2025 dataset: a gas-phase ion, C3H4N3 (charge +1) (ωB97M-V/def2-TZVPD).

Computed properties:
E_LUMO, eV: -5.8
HOMO level, eV: -16.2
Total charge: +1
Frontier orbital gap, hartree: 0.3814
Structure (SMILES): CC=[N+]=c1nn1

Last columns: bonded neighbours and bond lengths (Å).
Cartesian coordinates (Å):
1 C 0.197 1.539 1.000  N4 1.377, N5 1.425, N6 1.251
2 C -0.687 -0.552 -0.035  C3 1.450, N6 1.263, H7 1.142
3 C 0.206 -1.380 -0.823  C2 1.450, H8 1.113, H9 1.062, H10 1.085
4 N 0.637 2.829 0.797  C1 1.377, N5 1.245
5 N 0.546 2.499 1.994  C1 1.425, N4 1.245
6 N -0.337 0.582 0.398  C1 1.251, C2 1.263
7 H -1.737 -0.751 -0.438  C2 1.142
8 H 1.209 -0.898 -0.831  C3 1.113
9 H -0.274 -1.535 -1.758  C3 1.062
10 H 0.239 -2.333 -0.306  C3 1.085

Model b:
Entry from the Open Molecules 2025 dataset: 2 unconnected molecules or ions with the total composition C3H4N3 (ωB97M-V/def2-TZVPD).

Computed properties:
E_LUMO (spin up / spin down), eV: -6.1 / -9.0
HOMO level (spin up / spin down), eV: -16.7 / -15.9
Total charge: +1
Frontier orbital gap (spin up / spin down), hartree: 0.3900 / 0.2512

Last columns: bonded neighbours and bond lengths (Å).
Cartesian coordinates (Å):
1 C 0.661 0.379 1.538  C2 1.428, N4 1.327, H7 1.071
2 C 1.608 0.241 0.478  C1 1.428, N5 1.325, H8 1.071
3 C -1.776 -0.453 -1.594  H9 1.075, H10 1.074
4 N -0.533 0.117 1.020  C1 1.327, N6 1.284
5 N 0.921 -0.093 -0.604  C2 1.325, N6 1.287
6 N -0.302 -0.163 -0.212  N4 1.284, N5 1.287
7 H 0.799 0.646 2.566  C1 1.071
8 H 2.673 0.358 0.465  C2 1.071
9 H -1.324 -0.556 -2.564  C3 1.075
10 H -2.726 -0.477 -1.093  C3 1.074

Model c:
Entry from the Open Molecules 2025 dataset: a gas-phase ion, C3H4N3 (charge +1) (ωB97M-V/def2-TZVPD).

Computed properties:
E_LUMO, eV: -6.7
HOMO level, eV: -15.1
Total charge: +1
Frontier orbital gap, hartree: 0.3092
Structure (SMILES): CN=[N+]=c1cn1

Last columns: bonded neighbours and bond lengths (Å).
Cartesian coordinates (Å):
1 C 1.471 0.473 0.176  C2 1.430, N4 1.494, N5 1.230
2 C 2.598 -0.267 -0.301  C1 1.430, N4 1.240, H7 1.026
3 C -1.957 0.010 0.076  N6 1.412, H8 1.064, H9 1.139, H10 1.056
4 N 1.708 -1.002 0.151  C1 1.494, C2 1.240
5 N 0.252 0.636 0.141  C1 1.230, N6 1.178
6 N -0.658 0.065 0.626  C3 1.412, N5 1.178
7 H 3.463 0.060 -0.744  C2 1.026
8 H -2.645 -0.592 0.620  C3 1.064
9 H -2.403 1.057 0.126  C3 1.139
10 H -1.829 -0.439 -0.871  C3 1.056

Model d:
Entry from the Open Molecules 2025 dataset: 2 unconnected molecules or ions with the total composition C3H4N3 (ωB97M-V/def2-TZVPD).

Computed properties:
E_LUMO (spin up / spin down), eV: -9.3 / -6.6
HOMO level (spin up / spin down), eV: -15.0 / -14.6
Total charge: +1
Frontier orbital gap (spin up / spin down), hartree: 0.2095 / 0.2916

Last columns: bonded neighbours and bond lengths (Å).
Cartesian coordinates (Å):
1 C 4.464 0.571 -0.276  C2 1.175, H7 1.050
2 C 3.676 -0.251 0.012  C1 1.175
3 C -1.755 -0.504 0.019  N5 1.387, H8 1.153, H9 1.053, H10 1.181
4 N 1.429 -2.032 0.193  N6 1.123
5 N -0.557 -1.072 -0.389  C3 1.387, N6 1.186
6 N 0.409 -1.579 0.075  N4 1.123, N5 1.186
7 H 4.722 1.546 0.017  C1 1.050
8 H -1.882 -0.105 1.093  C3 1.153
9 H -2.478 -1.246 0.212  C3 1.053
10 H -2.009 0.177 -0.911  C3 1.181

Quick look at relative energies in kcal/mol: model a 0.0; model b 62.0; model c 49.2; model d 147.5.

Model a:
Entry from the Open Molecules 2025 dataset: a gas-phase ion, C3H4N3 (charge +1) (ωB97M-V/def2-TZVPD).

Computed properties:
E_LUMO, eV: -5.6
HOMO level, eV: -15.1
Total charge: +1
Frontier orbital gap, hartree: 0.3486
Structure (SMILES): C1=[NH+]CC2=NN12

Last columns: bonded neighbours and bond lengths (Å).
Cartesian coordinates (Å):
1 C -0.179 -1.230 -1.391  C3 1.472, N4 1.455, N5 1.331
2 C 1.186 -0.878 0.248  N4 1.311, N6 1.290, H7 1.020
3 C -0.702 -0.033 -0.713  C1 1.472, N6 1.469, H8 1.185, H9 1.056
4 N 1.119 -1.598 -0.845  C1 1.455, C2 1.311, N5 1.471
5 N 0.191 -2.499 -1.548  C1 1.331, N4 1.471
6 N 0.242 -0.015 0.413  C2 1.290, C3 1.469, H10 0.959
7 H 2.041 -0.844 0.805  C2 1.020
8 H -0.505 0.994 -1.270  C3 1.185
9 H -1.696 -0.117 -0.368  C3 1.056
10 H 0.360 0.851 0.808  N6 0.959

Model b:
Entry from the Open Molecules 2025 dataset: a gas-phase ion, C3H4N3 (charge +1) (ωB97M-V/def2-TZVPD).

Computed properties:
E_LUMO (spin up / spin down), eV: -7.2 / -7.1
HOMO level (spin up / spin down), eV: -14.8 / -15.0
Total charge: +1
Frontier orbital gap (spin up / spin down), hartree: 0.2785 / 0.2894

Last columns: bonded neighbours and bond lengths (Å).
Cartesian coordinates (Å):
1 C 1.426 0.006 -0.276  N4 1.256, N5 1.487, H7 1.070
2 C -0.765 -0.805 -0.120  C3 1.445, N5 1.253
3 C -1.283 0.486 0.273  C2 1.445, N6 1.450, H8 1.104, H9 1.097
4 N 0.961 0.997 0.340  C1 1.256, N6 1.213
5 N 0.442 -1.109 -0.268  C1 1.487, C2 1.253, H10 1.017
6 N -0.129 1.148 0.851  C3 1.450, N4 1.213
7 H 2.363 -0.095 -0.783  C1 1.070
8 H -1.758 0.959 -0.604  C3 1.104
9 H -2.050 0.453 1.057  C3 1.097
10 H 0.794 -2.041 -0.470  N5 1.017

Model c:
Entry from the Open Molecules 2025 dataset: a gas-phase ion, C3H4N3 (charge +1) (ωB97M-V/def2-TZVPD).

Computed properties:
E_LUMO (spin up / spin down), eV: -6.8 / -6.0
HOMO level (spin up / spin down), eV: -15.8 / -13.7
Total charge: +1
Frontier orbital gap (spin up / spin down), hartree: 0.3290 / 0.2836

Last columns: bonded neighbours and bond lengths (Å).
Cartesian coordinates (Å):
1 C 0.150 -0.619 -1.025  N5 1.327, N6 1.368, H7 1.028
2 C 0.557 0.600 0.840  C3 1.444, N4 1.297, N5 1.409
3 C -0.866 0.398 0.703  C2 1.444, N6 1.362, H8 1.115
4 N 1.508 1.190 1.495  C2 1.297
5 N 1.092 -0.201 -0.189  C1 1.327, C2 1.409, H9 0.986
6 N -1.049 -0.322 -0.439  C1 1.368, C3 1.362, H10 1.071
7 H 0.195 -1.314 -1.781  C1 1.028
8 H -1.598 0.657 1.503  C3 1.115
9 H 2.034 0.080 -0.250  N5 0.986
10 H -2.024 -0.470 -0.856  N6 1.071

Quick look at relative energies in kcal/mol: model a 43.4; model b 35.1; model c 0.0.

Model a:
Entry from the Open Molecules 2025 dataset: 2 unconnected molecules or ions with the total composition C2H10N2S2 (ωB97M-V/def2-TZVPD).

Computed properties:
E_LUMO, eV: 0.4
HOMO level, eV: -9.1
Total charge: 0
Frontier orbital gap, hartree: 0.3509
Structure (SMILES): CSS.NCN

Last columns: bonded neighbours and bond lengths (Å).
Cartesian coordinates (Å):
1 C 2.552 -0.888 0.675  S2 1.876, H4 1.061, H5 1.171, H6 1.149
2 S 2.780 -0.752 -1.183  C1 1.876, S3 2.103
3 S 2.456 1.299 -1.515  S2 2.103, H7 1.341
4 H 2.286 0.022 1.151  C1 1.061
5 H 3.546 -1.213 1.201  C1 1.171
6 H 1.710 -1.628 0.930  C1 1.149
7 H 1.137 1.118 -1.683  S3 1.341
8 N -2.806 -0.128 -0.792  C9 1.429, H11 1.037, H12 0.990
9 C -1.484 0.110 -0.305  N8 1.429, N10 1.400, H13 1.156, H14 1.108
10 N -1.426 0.601 1.005  C9 1.400, H15 1.020, H16 1.088
11 H -3.287 -0.781 -0.145  N8 1.037
12 H -3.225 0.769 -0.753  N8 0.990
13 H -0.993 -0.930 -0.423  C9 1.156
14 H -0.934 0.620 -1.120  C9 1.108
15 H -0.685 0.183 1.567  N10 1.020
16 H -1.628 1.599 1.388  N10 1.088

Model b:
Entry from the Open Molecules 2025 dataset: 2 unconnected molecules or ions with the total composition C2H10N2S2 (ωB97M-V/def2-TZVPD).

Computed properties:
E_LUMO, eV: 0.7
HOMO level, eV: -8.7
Total charge: 0
Frontier orbital gap, hartree: 0.3448
Structure (SMILES): CSS.NCN

Last columns: bonded neighbours and bond lengths (Å).
Cartesian coordinates (Å):
1 C -2.410 -0.242 0.919  S2 1.842, H4 1.097, H5 1.088, H6 1.084
2 S -1.226 0.893 0.079  C1 1.842, S3 2.042
3 S -1.031 0.121 -1.801  S2 2.042, H7 1.336
4 H -1.864 -0.591 1.804  C1 1.097
5 H -2.627 -1.182 0.416  C1 1.088
6 H -3.252 0.380 1.198  C1 1.084
7 H -0.093 -0.799 -1.555  S3 1.336
8 N 1.267 -1.313 0.733  C9 1.474, H11 1.009, H12 1.015
9 C 1.928 -0.008 0.551  N8 1.474, N10 1.473, H13 1.089, H14 1.085
10 N 3.345 -0.135 0.936  C9 1.473, H15 1.015, H16 1.015
11 H 1.781 -1.991 0.192  N8 1.009
12 H 1.178 -1.645 1.688  N8 1.015
13 H 1.896 0.114 -0.531  C9 1.089
14 H 1.339 0.655 1.174  C9 1.085
15 H 3.925 0.685 0.789  N10 1.015
16 H 3.339 -0.233 1.946  N10 1.015

Model c:
Entry from the Open Molecules 2025 dataset: a single C2H10N2S2 molecule (ωB97M-V/def2-TZVPD).

Computed properties:
E_LUMO, eV: -0.1
HOMO level, eV: -7.4
Total charge: 0
Frontier orbital gap, hartree: 0.2670

Last columns: bonded neighbours and bond lengths (Å).
Cartesian coordinates (Å):
1 C -1.162 -1.246 0.810  C2 1.532, N4 1.520, H5 1.110, H6 1.111
2 C -1.816 -0.036 1.486  C1 1.532, N3 1.454, H7 1.127, H8 1.123
3 N -3.128 0.190 0.903  C2 1.454, H9 1.016, H10 1.024
4 N 0.333 -1.247 1.087  C1 1.520, H11 1.071, H12 1.017, S14 2.079
5 H -1.718 -2.101 1.248  C1 1.110
6 H -1.384 -1.355 -0.273  C1 1.111
7 H -1.839 -0.205 2.600  C2 1.127
8 H -1.192 0.873 1.271  C2 1.123
9 H -3.560 1.009 1.322  N3 1.016
10 H -3.784 -0.590 1.004  N3 1.024
11 H 0.458 -1.905 1.922  N4 1.071
12 H 0.816 -1.687 0.308  N4 1.017
13 S 1.840 0.814 -2.205  S14 2.453, H15 1.336
14 S 1.048 0.428 0.084  N4 2.079, S13 2.453, H16 1.323
15 H 1.078 0.927 -3.297  S13 1.336
16 H 2.359 0.254 0.137  S14 1.323

Quick look at relative energies in kcal/mol: model a 14.7; model b 0.0; model c 65.1.